DFT (ωB97M-V/def2-TZVPD) results for C25H36N2O4 in the gas phase at a distorted geometry.

Values from the calculation:
structure (SMILES)	CCOC(=O)C1(CCCc2ccccc2)CCN(C(=O)CCN2CCCCC2=O)CC1
highest occupied orbital energy	-8.43	eV
E	-37658.828	eV
relative energy (zero: lowest compared OMol25 entry of this formula, charge and spin)	2240.51	kJ/mol

Structure (XYZ):
```
67
Properties=species:S:1:pos:R:3:forces:R:3:lowdin_charge:R:1
C -0.39562 -3.48454 0.32104 0.4 -4.0 -3.3 -0.06
C -1.55742 -2.70230 -0.06940 -5.0 -6.5 0.4 -0.47
H -1.96748 -2.87928 -1.06410 -0.2 -2.5 -0.2 0.14
H -2.40417 -2.87719 0.69308 0.8 0.1 -0.9 0.15
O -1.39567 -1.47628 -0.33437 2.3 9.9 4.9 -0.05
C -1.20203 -0.72553 0.98966 0.3 -0.2 2.1 -0.15
O -1.36002 -1.23059 2.21006 0.9 2.8 -8.0 0.01
C -0.67274 0.80416 0.54858 -1.3 -1.6 6.5 -0.23
C -0.15771 0.92358 -0.85317 3.0 -1.0 2.2 -0.12
H 0.57371 -0.01203 -0.95136 -1.8 2.1 -0.8 0.14
H -0.97431 1.07887 -1.46676 -1.7 -0.9 -1.8 0.09
C 0.61733 2.26670 -1.07098 3.5 -5.9 2.6 -0.02
N 1.80801 2.07694 -0.11052 -4.9 2.6 3.3 0.00
C 3.12953 2.19460 -0.15833 -7.9 -1.0 -12.3 -0.69
O 3.88944 2.08363 0.60819 10.2 -0.4 13.6 0.21
C 3.55736 1.92988 -1.49536 3.2 3.0 -7.4 -0.08
H 4.69416 2.15940 -1.55637 -1.8 0.2 0.3 0.13
C 3.56912 0.43514 -1.98180 -2.0 3.2 -6.1 -0.23
N 4.24082 -0.29598 -1.11552 -6.6 -6.5 3.8 -0.12
C 3.26279 -1.19499 -0.30261 -2.4 0.7 -5.3 -0.17
O 2.07410 -1.35707 -0.85068 5.3 0.8 3.3 -0.05
C 3.71806 -2.01583 0.85091 14.8 1.0 -11.9 -0.03
C 5.16410 -1.53334 1.31483 -2.7 -4.2 3.7 -0.24
C 6.03805 -1.30895 0.26483 4.6 -0.3 -8.5 -0.17
C 5.52240 -0.01628 -0.92810 -0.3 -4.6 9.9 -0.11
H 6.17216 -0.00063 -1.62147 4.3 0.3 -5.3 0.06
H 5.60253 0.53322 -0.07206 1.0 3.6 1.0 0.07
H 7.13918 -0.93776 0.40531 -2.2 -1.0 0.5 0.14
H 6.09697 -2.27664 -0.43861 0.2 1.8 1.5 0.14
H 5.61886 -2.45394 1.98583 -1.2 2.6 -1.1 0.18
H 5.04271 -0.62486 1.79215 -0.3 1.7 2.1 0.09
H 3.03652 -2.18292 1.34342 -12.0 -2.7 10.1 -0.03
H 3.96181 -3.08036 0.30237 -0.7 2.3 1.1 0.20
H 4.17337 0.25104 -3.00312 -1.3 1.4 1.5 0.18
H 2.54969 0.09708 -2.25544 0.8 -0.1 0.6 0.12
H 3.10898 2.76974 -2.29383 0.9 -2.5 1.7 0.17
C 1.30717 2.29552 1.18947 -0.5 -1.6 9.5 -0.19
C 0.51215 1.02455 1.92067 2.2 0.0 -11.8 0.02
H 1.18717 0.20888 1.57201 -0.5 0.0 1.8 0.10
H 0.02375 1.13964 2.77316 -1.7 0.3 3.7 0.04
H 0.71889 3.09034 1.64126 -0.7 1.2 -2.2 0.09
H 1.99655 2.45297 2.27166 0.0 -0.5 -3.9 0.18
H -0.00903 3.01676 -0.82493 -1.3 3.2 0.2 0.09
H 1.06926 2.03051 -1.95550 0.5 1.0 -3.1 0.08
C -1.91237 1.82674 0.88181 8.6 -0.7 6.9 -0.18
C -2.95571 1.38181 0.19972 -8.6 -0.6 -4.3 -0.31
H -3.51995 2.26846 -0.03882 -0.3 0.7 -1.7 0.14
H -2.76816 0.74310 -0.66385 0.0 0.4 -0.3 0.13
C -4.07135 0.72870 0.95984 0.4 -5.7 1.7 -0.15
C -5.43422 0.32642 0.30006 12.2 -6.8 -2.0 -0.25
C -6.45521 1.03840 0.28644 -5.9 5.8 4.3 -0.14
C -7.55206 0.69952 -0.49504 0.4 0.4 -0.5 -0.08
C -7.31770 -0.35049 -1.41983 -6.5 0.6 1.3 -0.14
C -6.26676 -1.22712 -1.31692 2.9 -1.3 -2.2 -0.09
C -5.12467 -0.87615 -0.52014 -11.9 5.5 -0.6 0.05
H -4.28588 -1.28424 -0.50309 7.1 -3.8 0.2 0.00
H -6.29554 -2.04063 -2.16704 0.4 1.2 2.2 0.13
H -8.44027 -0.66794 -1.87314 3.6 0.6 0.4 0.16
H -8.45896 1.32805 -0.34303 0.5 -1.0 -0.8 0.11
H -6.39688 1.81167 1.31114 -0.9 -1.5 -3.4 0.20
H -4.33833 1.16161 1.83920 -0.4 2.5 2.5 0.06
H -3.55857 -0.27215 1.52568 -1.5 2.0 -1.8 0.17
H -1.43069 2.77594 0.61733 -0.8 0.2 0.4 0.11
H -2.15197 1.73337 2.13395 1.0 0.7 -3.4 0.21
H -0.11817 -3.42574 1.30274 0.8 0.6 2.5 0.04
H 0.39446 -3.22945 -0.38644 0.4 -0.1 0.4 0.07
H -0.62153 -4.64574 0.14534 0.3 2.4 0.3 0.13
```
Positions in Å, forces in eV/Å.